(1)
Below is a structure of composition C35H29BrF4N8OPRu, with properties calculated with ωB97M-V/def2-TZVPD.

Last column: Löwdin spin population.
Cartesian coordinates (Å):
Ru (0.172, 0.891, -0.407)  0.82
F (-4.082, -5.191, -2.525)  0.00
C (-3.422, -4.235, -1.905)  0.00
C (-3.369, -4.192, -0.524)  0.00
F (-3.980, -5.118, 0.193)  0.00
C (-2.661, -3.183, 0.105)  0.00
F (-2.627, -3.234, 1.437)  0.00
C (-1.995, -2.173, -0.590)  0.01
P (-1.024, -0.960, 0.438)  0.01
C (-2.241, -0.511, 1.695)  0.00
C (-2.013, -0.562, 3.067)  0.00
C (-3.016, -0.179, 3.943)  0.00
C (-4.232, 0.283, 3.457)  0.00
C (-4.447, 0.368, 2.088)  0.00
C (-3.457, -0.033, 1.207)  0.00
C (0.276, -2.095, 1.043)  0.00
C (0.175, -2.870, 2.200)  0.00
C (1.190, -3.746, 2.544)  0.00
C (2.316, -3.871, 1.741)  0.00
C (2.408, -3.132, 0.572)  0.00
C (1.391, -2.256, 0.220)  0.00
C (-2.068, -2.249, -1.987)  0.00
Br (-1.254, -0.959, -3.085)  0.02
C (-2.763, -3.256, -2.629)  0.00
F (-2.804, -3.297, -3.956)  0.00
H (-1.050, -0.856, 3.457)  0.00
H (-2.843, -0.234, 5.010)  0.00
H (-5.012, 0.579, 4.146)  0.00
H (-5.391, 0.734, 1.706)  0.00
H (-3.637, 0.020, 0.137)  0.00
H (-0.700, -2.820, 2.827)  0.00
H (1.097, -4.341, 3.442)  0.00
H (3.103, -4.560, 2.015)  0.00
H (3.265, -3.250, -0.079)  0.00
H (1.466, -1.710, -0.706)  0.00
C (-1.610, 2.933, 3.057)  0.00
C (-2.435, 3.876, 2.465)  0.00
C (-2.487, 3.935, 1.084)  0.00
C (-1.739, 3.049, 0.326)  0.00
N (-0.973, 2.102, 0.912)  0.00
C (-0.901, 2.067, 2.249)  0.00
C (-1.633, 3.071, -1.135)  0.02
C (-2.208, 4.053, -1.934)  -0.01
C (-1.971, 4.053, -3.299)  0.03
C (-1.133, 3.093, -3.857)  0.00
C (-0.558, 2.116, -3.062)  0.03
C (-0.814, 2.077, -1.692)  0.01
H (-1.520, 2.846, 4.130)  0.00
H (-3.016, 4.562, 3.066)  0.00
H (-3.097, 4.675, 0.588)  0.00
H (-0.251, 1.323, 2.673)  0.00
H (-2.825, 4.826, -1.496)  0.00
H (-2.425, 4.808, -3.927)  0.00
H (-0.929, 3.102, -4.919)  0.00
H (0.104, 1.394, -3.536)  0.00
C (5.562, 1.887, 1.413)  0.00
N (4.169, 1.489, 1.488)  0.00
C (3.629, 0.697, 2.575)  0.00
C (2.174, 0.552, 2.156)  0.00
O (1.321, -0.052, 2.761)  0.00
N (2.005, 1.205, 0.954)  0.04
C (3.200, 1.722, 0.604)  0.00
N (3.372, 2.432, -0.507)  0.00
H (5.912, 2.138, 2.413)  0.00
H (5.679, 2.780, 0.801)  0.00
H (6.183, 1.086, 1.011)  0.00
H (3.706, 1.217, 3.531)  0.00
H (4.100, -0.284, 2.661)  0.00
H (2.603, 2.552, -1.145)  0.00
H (4.273, 2.784, -0.778)  0.00
N (4.027, -1.743, -5.183)  0.00
C (3.034, -1.451, -4.348)  0.00
N (1.831, -2.004, -4.526)  0.00
N (3.305, -0.593, -3.364)  0.00
C (2.384, -0.176, -2.572)  0.00
N (1.585, 0.216, -1.826)  0.00
H (3.926, -2.406, -5.932)  0.00
H (4.915, -1.289, -5.055)  0.00
H (1.665, -2.669, -5.264)  0.00
H (1.088, -1.856, -3.859)  0.00

The HOMO-LUMO gap (alpha / beta) is 0.250 / 0.260 Eh. The total charge is +2. The strongest force on any atom is 0.9 eV Å⁻¹. Its multiplicity is 2. For the energy above the lowest of the compared OMol25 structures with the same formula, charge and spin, the calculation gives 11.43 kcal/mol. The LUMO energy (alpha / beta) is -6.5 / -6.4 eV. Its HOMO energy (alpha / beta) is -13.34 / -13.52 eV.

***

(2)
Below is an isolated molecule of C3H3NO3, with properties calculated with ωB97M-V/def2-TZVPD.

Last column: Löwdin charge in e.
Cartesian coordinates (Å):
N (-0.937, 0.468, -0.529)  0.05
C (0.123, 0.486, 0.287)  -0.04
O (1.208, 0.165, -0.467)  -0.02
C (2.284, -0.309, 0.264)  -0.31
O (2.307, -0.482, 1.439)  0.10
C (-2.118, 0.094, 0.157)  -0.30
O (-2.892, -0.701, -0.300)  0.08
H (-0.883, 0.199, -1.515)  0.16
H (3.087, -0.552, -0.443)  0.14
H (-2.185, 0.569, 1.145)  0.14

The HOMO-LUMO gap is 0.378 Eh. The strongest force on any atom is 0.7 eV Å⁻¹. Its multiplicity is 1. For the energy above the lowest of the compared OMol25 structures with the same formula, charge and spin, the calculation gives 61.73 kcal/mol. The LUMO energy is 0.4 eV. Its HOMO energy is -9.92 eV.

***

(3)
Below is a structure of composition C2N4O2, with properties calculated with ωB97M-V/def2-TZVPD.

Last column: Löwdin charge in e.
Cartesian coordinates (Å):
C (0.239, 0.597, 0.197)  -0.30
C (-0.251, -0.649, -0.223)  -0.51
N (0.099, 0.942, -1.898)  0.22
N (0.400, 1.413, -0.838)  0.09
N (0.392, 0.601, 1.536)  0.09
N (0.127, -0.427, 2.088)  0.23
O (-0.416, -1.468, 0.722)  0.09
O (-0.465, -0.706, -1.479)  0.09

The HOMO-LUMO gap is 0.359 Eh. The strongest force on any atom is 1.3 eV Å⁻¹. Its multiplicity is 1. For the energy above the lowest of the compared OMol25 structures with the same formula, charge and spin, the calculation gives 0.00 kcal/mol. The LUMO energy is -0.6 eV. Its HOMO energy is -10.39 eV.

***

(4)
Below is a cluster of 5 separate species, C25H43NO14 in total, with properties calculated with ωB97M-V/def2-TZVPD.

Last column: Löwdin charge in e.
Cartesian coordinates (Å):
C (0.433, 1.127, 1.791)  -0.09
C (-0.888, 0.419, 1.420)  -0.21
C (-1.429, 0.813, 0.027)  -0.19
N (-2.539, 1.787, 0.067)  0.05
C (-3.779, 1.303, 0.486)  -0.20
C (-4.574, 1.965, 1.346)  0.05
C (-5.914, 1.433, 1.653)  -0.39
O (-6.849, 2.141, 1.966)  0.10
C (-6.089, -0.047, 1.529)  0.03
C (-5.321, -0.704, 0.665)  0.01
C (-4.300, 0.031, -0.122)  -0.31
O (-3.927, -0.368, -1.203)  0.11
H (1.227, 0.402, 1.955)  0.06
H (0.329, 1.659, 2.739)  0.06
H (0.740, 1.863, 1.048)  0.07
H (-0.703, -0.655, 1.402)  0.10
H (-1.651, 0.631, 2.172)  0.10
H (-0.619, 1.292, -0.526)  0.11
H (-1.718, -0.062, -0.545)  0.10
H (-2.278, 2.518, 0.722)  0.13
H (-4.272, 2.899, 1.803)  0.13
H (-6.862, -0.523, 2.116)  0.12
H (-5.446, -1.764, 0.483)  0.12
C (1.950, -1.587, -3.558)  -0.06
C (1.679, -0.136, -3.225)  -0.21
O (2.196, 0.226, -1.933)  0.03
C (3.513, 0.405, -1.869)  -0.60
O (4.290, 0.303, -2.785)  0.11
O (3.835, 0.707, -0.612)  0.01
C (5.242, 0.834, -0.375)  -0.03
H (1.556, -2.236, -2.775)  0.08
H (1.470, -1.848, -4.501)  0.08
H (3.018, -1.777, -3.651)  0.07
H (0.607, 0.043, -3.154)  0.12
H (2.085, 0.535, -3.981)  0.12
H (5.688, 1.556, -1.058)  0.09
H (5.735, -0.131, -0.482)  0.10
H (5.344, 1.189, 0.646)  0.10
C (11.889, 0.052, -2.796)  -0.07
C (11.149, 1.067, -1.952)  -0.21
O (10.151, 1.769, -2.706)  0.03
C (9.026, 1.090, -2.939)  -0.61
O (8.777, -0.021, -2.544)  0.12
O (8.225, 1.855, -3.675)  0.01
C (6.995, 1.224, -4.067)  -0.03
H (12.319, 0.532, -3.676)  0.08
H (12.694, -0.401, -2.217)  0.08
H (11.221, -0.739, -3.134)  0.07
H (11.831, 1.841, -1.604)  0.12
H (10.689, 0.603, -1.079)  0.12
H (6.468, 0.823, -3.213)  0.05
H (7.196, 0.431, -4.786)  0.10
H (6.392, 1.995, -4.536)  0.10
C (-0.278, 1.357, 8.200)  -0.07
C (1.123, 0.805, 8.043)  -0.21
O (1.117, -0.533, 7.518)  0.04
C (0.893, -0.634, 6.211)  -0.61
O (0.734, 0.278, 5.441)  0.12
O (0.885, -1.928, 5.888)  0.01
C (0.606, -2.188, 4.510)  -0.04
H (-0.882, 0.689, 8.816)  0.08
H (-0.241, 2.336, 8.678)  0.08
H (-0.768, 1.464, 7.234)  0.07
H (1.610, 0.720, 9.012)  0.12
H (1.738, 1.443, 7.408)  0.12
H (1.293, -1.643, 3.865)  0.09
H (-0.421, -1.913, 4.273)  0.10
H (0.741, -3.257, 4.371)  0.09
C (-11.295, -1.250, -3.190)  -0.07
C (-10.614, -2.365, -2.426)  -0.21
O (-9.364, -2.741, -3.024)  0.03
C (-8.347, -1.910, -2.791)  -0.61
O (-8.386, -0.917, -2.109)  0.12
O (-7.278, -2.369, -3.437)  0.01
C (-6.120, -1.530, -3.327)  -0.03
H (-11.421, -1.529, -4.237)  0.08
H (-12.277, -1.048, -2.761)  0.08
H (-10.709, -0.333, -3.152)  0.07
H (-11.219, -3.270, -2.455)  0.12
H (-10.454, -2.096, -1.382)  0.12
H (-5.886, -1.322, -2.289)  0.06
H (-6.280, -0.598, -3.867)  0.10
H (-5.299, -2.079, -3.779)  0.10

The HOMO-LUMO gap is 0.293 Eh. The strongest force on any atom is 0.9 eV Å⁻¹. Its multiplicity is 1. For the energy above the lowest of the compared OMol25 structures with the same formula, charge and spin, the calculation gives 0.00 kcal/mol. The LUMO energy is -1.0 eV. Its HOMO energy is -8.93 eV.

***

(5)
Below is an isolated molecule of C6H10, with properties calculated with ωB97M-V/def2-TZVPD.

Last column: Löwdin charge in e.
Cartesian coordinates (Å):
C (-0.826, 1.469, -1.249)  -0.02
C (-0.341, 0.312, -0.610)  -0.42
C (0.052, -1.046, -1.045)  -0.04
C (-0.733, -0.851, 0.239)  -0.22
C (0.154, -0.702, 1.455)  -0.21
C (1.109, 0.378, 0.933)  -0.09
H (-1.546, 2.112, -0.753)  0.06
H (-0.546, 1.690, -2.275)  0.06
H (0.332, 1.339, -0.346)  0.18
H (-0.502, -1.394, -1.913)  0.11
H (1.084, -1.376, -0.994)  0.11
H (-1.767, -1.184, 0.284)  0.14
H (-0.430, -0.345, 2.311)  0.10
H (0.633, -1.643, 1.758)  0.10
H (2.083, 0.012, 0.594)  0.06
H (1.245, 1.228, 1.611)  0.07

The HOMO-LUMO gap is 0.294 Eh. The strongest force on any atom is 0.3 eV Å⁻¹. Its multiplicity is 1. For the energy above the lowest of the compared OMol25 structures with the same formula, charge and spin, the calculation gives 135.03 kcal/mol. The LUMO energy is 1.1 eV. Its HOMO energy is -6.89 eV.

***

(6)
Below is an isolated molecule of C2H6N4S, with properties calculated with ωB97M-V/def2-TZVPD.

Last column: Löwdin charge in e.
Cartesian coordinates (Å):
C (-1.191, -0.210, -0.234)  -0.27
C (-2.377, 0.285, -0.565)  0.01
N (-0.345, 0.448, 0.625)  0.02
N (1.343, -0.467, -0.513)  -0.38
N (0.898, 0.215, 0.458)  -0.41
N (1.725, 0.845, 1.361)  0.11
S (2.997, -0.723, -0.652)  0.72
H (-0.835, -1.155, -0.640)  0.09
H (-2.701, 1.241, -0.196)  0.05
H (-3.050, -0.259, -1.203)  0.04
H (1.175, 1.233, 2.118)  0.11
H (2.505, 0.272, 1.662)  0.06
H (2.850, -1.390, -1.792)  -0.15

The HOMO-LUMO gap is 0.306 Eh. The strongest force on any atom is 1.4 eV Å⁻¹. Its multiplicity is 1. For the energy above the lowest of the compared OMol25 structures with the same formula, charge and spin, the calculation gives 101.09 kcal/mol. The LUMO energy is 0.7 eV. Its HOMO energy is -7.62 eV.

***

(7)
Below is the ion C2H8NOSi with charge -1, with properties calculated with ωB97M-V/def2-TZVPD.

Last column: Löwdin charge in e.
Cartesian coordinates (Å):
C (-0.782, 1.384, -0.422)  -0.24
C (0.835, -1.366, -0.680)  -0.25
N (1.114, 0.293, 1.387)  0.01
O (-0.719, -0.495, 2.003)  -0.32
Si (-0.368, -0.314, 0.410)  -0.02
H (-0.314, 2.218, 0.093)  -0.02
H (-0.431, 1.393, -1.452)  -0.01
H (-1.852, 1.564, -0.434)  -0.01
H (1.862, -1.298, -0.337)  -0.02
H (0.549, -2.413, -0.675)  -0.01
H (0.801, -1.021, -1.712)  -0.01
H (0.945, 1.087, 1.993)  -0.05
H (-1.641, -1.032, -0.173)  -0.04

The HOMO-LUMO gap (alpha / beta) is 0.281 / 0.281 Eh. The total charge is -1. The strongest force on any atom is 3.2 eV Å⁻¹. Its multiplicity is 1. For the energy above the lowest of the compared OMol25 structures with the same formula, charge and spin, the calculation gives 109.31 kcal/mol. The LUMO energy (alpha / beta) is 3.8 / 3.8 eV. Its HOMO energy (alpha / beta) is -3.88 / -3.88 eV.

***

(8)
Below is a cluster of 11 separate species, C12H47IN21O14PS in total, with properties calculated with ωB97M-V/def2-TZVPD.

Last column: Löwdin charge in e.
Cartesian coordinates (Å):
C (4.957, -2.846, -1.799)  -0.07
C (3.499, -2.629, -2.236)  -0.26
N (3.150, -1.217, -2.456)  -0.09
O (2.650, -0.701, -1.215)  -0.43
S (1.590, 0.532, -1.394)  0.89
O (2.062, 1.323, -2.504)  -0.42
O (0.225, -0.218, -1.967)  -0.64
P (0.179, -1.891, -2.041)  0.48
O (-0.989, -2.234, -0.967)  -0.35
I (-0.953, -2.132, -4.210)  0.57
H (5.595, -3.122, -2.638)  0.07
H (5.338, -1.930, -1.344)  0.07
H (5.031, -3.618, -1.034)  0.06
H (2.846, -2.975, -1.438)  0.07
H (3.242, -3.184, -3.137)  0.11
H (3.971, -0.666, -2.682)  0.11
H (-0.673, -2.985, -0.440)  0.05
C (4.293, 2.690, 1.540)  -0.66
O (4.541, 1.779, 2.323)  0.00
N (4.074, 2.440, 0.219)  0.17
N (4.217, 3.988, 1.935)  0.17
H (3.864, 3.141, -0.467)  0.10
H (4.111, 1.477, -0.062)  0.08
H (4.353, 4.180, 2.912)  0.11
H (4.005, 4.745, 1.313)  0.10
C (0.114, 1.743, -6.303)  -0.69
O (-0.759, 1.395, -7.078)  0.02
N (0.928, 2.819, -6.565)  0.14
N (0.362, 1.105, -5.125)  0.15
H (1.652, 3.127, -5.946)  0.08
H (0.772, 3.311, -7.424)  0.09
H (-0.209, 0.308, -4.887)  -0.05
H (1.086, 1.379, -4.485)  0.05
C (-4.986, -1.976, -2.542)  -0.67
O (-4.616, -1.096, -3.316)  -0.03
N (-6.245, -2.482, -2.575)  0.17
N (-4.159, -2.498, -1.592)  0.16
H (-6.565, -3.190, -1.943)  0.09
H (-6.887, -2.118, -3.260)  0.07
H (-3.222, -2.144, -1.536)  0.05
H (-4.444, -3.211, -0.948)  0.09
C (2.470, -5.549, 0.581)  -0.69
O (1.499, -4.886, 0.239)  -0.01
N (3.177, -6.306, -0.314)  0.15
N (2.921, -5.557, 1.860)  0.17
H (3.976, -6.856, -0.061)  0.09
H (2.856, -6.316, -1.263)  0.10
H (2.436, -4.989, 2.537)  0.07
H (3.716, -6.080, 2.174)  0.10
C (4.229, 1.560, 6.369)  -0.70
O (3.197, 2.212, 6.281)  0.00
N (4.942, 1.142, 5.295)  0.16
N (4.751, 1.205, 7.590)  0.14
H (5.802, 0.632, 5.364)  0.07
H (4.614, 1.401, 4.378)  0.06
H (4.255, 1.504, 8.407)  0.10
H (5.607, 0.694, 7.691)  0.09
C (3.086, -3.152, 5.063)  -0.67
O (2.930, -4.283, 4.624)  0.00
N (3.902, -2.895, 6.126)  0.16
N (2.466, -2.065, 4.524)  0.17
H (4.047, -1.977, 6.502)  0.09
H (4.372, -3.676, 6.544)  0.10
H (1.861, -2.220, 3.740)  0.10
H (2.589, -1.129, 4.864)  0.09
C (8.296, 1.939, 3.924)  -0.67
O (7.769, 1.420, 4.894)  0.01
N (9.604, 2.339, 3.929)  0.15
N (7.608, 2.162, 2.766)  0.17
H (10.053, 2.771, 3.145)  0.09
H (10.126, 2.188, 4.771)  0.10
H (6.637, 1.885, 2.738)  0.07
H (8.018, 2.588, 1.957)  0.09
C (-9.784, -2.250, -4.469)  -0.67
O (-8.569, -2.318, -4.554)  0.02
N (-10.461, -1.086, -4.680)  0.16
N (-10.555, -3.335, -4.156)  0.15
H (-11.457, -1.002, -4.613)  0.09
H (-9.914, -0.273, -4.900)  0.11
H (-10.082, -4.205, -4.001)  0.10
H (-11.554, -3.302, -4.081)  0.09
C (-5.973, 1.968, -1.121)  -0.69
O (-7.136, 1.586, -1.141)  0.00
N (-5.599, 3.069, -0.395)  0.15
N (-4.979, 1.346, -1.807)  0.17
H (-4.661, 3.419, -0.355)  0.09
H (-6.319, 3.541, 0.122)  0.08
H (-5.201, 0.530, -2.362)  0.06
H (-4.028, 1.661, -1.791)  0.09
C (-7.943, 6.054, 1.180)  -0.69
O (-7.403, 5.414, 2.065)  0.02
N (-8.759, 5.471, 0.252)  0.15
N (-7.768, 7.405, 1.043)  0.14
H (-9.206, 5.976, -0.489)  0.09
H (-8.903, 4.480, 0.321)  0.10
H (-7.172, 7.859, 1.709)  0.10
H (-8.201, 7.949, 0.322)  0.09

The HOMO-LUMO gap is 0.330 Eh. The strongest force on any atom is 1.1 eV Å⁻¹. Its multiplicity is 1. The LUMO energy is 0.1 eV. Its HOMO energy is -8.83 eV.

***

multiplicity of number 2 (C3H3NO3)? 1

***

Which of these has the lowest strongest force on any atom? C6H10

***

Look up the strongest force on any atom of the fifth one. 0.3 eV Å⁻¹

***

Look up the multiplicity of the first one. 2